Entry 1:
7 unconnected molecules or ions with the total composition C42H70BrFIN2O15S in a non-equilibrium geometry, computed with ωB97M-V/def2-TZVPD.

Calculated values
frontier orbital gap	0.239	hartree
total charge	+1

The geometry in XYZ format:
```
133
C42H70BrFIN2O15S ωB97M-V/def2-TZVPD
C 1.39 0.84 1.08
O -1.11 -1.32 2.22
H -3.76 -6.79 2.27
H 7.94 -0.73 -0.77
N 1.26 -0.65 0.91
S 0.43 -1.47 2.23
H 4.69 8.61 -0.91
C 2.30 1.54 -0.14
H -1.99 0.64 0.75
C -1.39 5.86 1.53
C 8.63 -1.06 -3.50
H -7.26 0.72 -0.08
H 0.04 4.94 4.17
C 9.15 -1.74 -2.26
H -8.78 -2.63 2.60
H 2.41 9.43 -1.13
H -2.46 -5.63 -0.98
H -9.60 -4.86 2.08
H -2.87 -3.98 1.55
C 1.41 -0.20 -1.71
O -5.61 -2.66 -1.23
O 3.10 9.79 1.71
H 9.39 -2.79 -2.49
C 4.32 9.65 0.97
O 0.89 9.36 1.29
H 8.77 0.02 -3.46
H -0.09 7.48 0.98
C 4.63 0.75 -5.07
O -6.08 -6.08 3.37
C 4.05 8.55 -0.02
H -3.97 -1.27 0.43
C -0.69 7.14 1.83
O 6.36 -1.24 -4.34
C 4.36 -0.35 -6.06
O 3.41 0.89 -4.33
H -0.70 -5.78 1.47
I 4.93 1.08 3.14
H 2.42 -1.14 -6.58
H 0.34 -7.73 2.34
C -7.03 -3.92 2.82
O 6.82 -1.75 -2.16
H -2.54 3.14 1.30
O 0.72 -3.01 2.30
H -1.42 7.90 2.11
H 2.26 -1.02 0.98
O 1.20 0.46 -4.75
H -1.01 -2.30 -2.54
H 0.38 2.86 1.00
H 4.22 7.57 0.45
O -7.11 -1.33 -0.14
H 5.00 -0.29 -6.95
H 5.13 9.39 1.66
H -1.01 1.13 -0.78
H 10.05 -1.28 -1.86
H -3.54 -2.90 -1.98
F 1.17 -0.84 3.68
C -0.84 -7.81 2.51
H 4.86 1.70 -5.55
O -1.30 5.00 2.59
C -5.85 -1.70 -0.52
H -1.48 3.71 -0.27
H 2.32 2.73 0.01
H 7.97 -2.51 -0.61
H -1.34 6.04 4.36
C -0.60 5.66 3.65
C -1.23 1.42 0.33
H 9.07 -1.48 -4.41
H 0.32 -4.78 -1.01
H 2.11 7.76 -0.54
H -4.54 -0.06 -0.77
H -2.61 -2.51 -0.33
H 1.14 6.36 2.62
H -5.27 0.98 1.30
C 7.98 -1.68 -1.32
C 4.59 1.90 1.13
C 2.58 8.72 -0.32
H -4.56 -4.74 1.20
O -8.35 -5.77 3.43
H 2.18 1.64 -2.18
O -2.01 5.61 0.50
H -3.03 2.60 -0.44
C -0.09 -3.68 -0.83
C 2.89 -0.18 -6.36
C -1.47 -6.33 2.18
H 2.10 -3.09 -0.17
H -1.25 -8.67 1.82
H 2.72 0.53 -7.17
H -6.25 -3.38 3.35
H -0.66 -3.70 0.19
C -2.09 2.85 0.25
H -5.53 -0.61 2.04
H 5.44 0.49 -4.38
C -4.84 -0.74 0.02
H 4.53 -1.33 -5.59
C -3.19 -4.75 -0.69
C 0.07 1.73 1.26
C 2.38 0.40 -5.08
H -4.24 -5.00 -1.18
H 2.50 -0.64 -1.93
C -7.03 -0.11 0.59
C 0.19 6.76 3.00
H -6.88 -3.87 1.74
C -7.06 -5.36 3.24
H -10.08 -4.70 3.79
C 3.86 1.06 -0.12
C -2.96 -6.36 1.49
H 1.63 -2.71 -1.96
C 2.07 9.30 0.96
C -9.23 -4.70 3.10
C -2.68 -3.29 -1.24
C 7.16 -1.36 -3.42
C 0.81 -1.11 -0.48
H 4.55 10.60 0.49
H -0.38 -1.07 -0.60
C 1.23 -2.67 -0.84
H -1.54 -5.70 3.18
H -1.01 -8.09 3.64
H 2.06 0.99 2.05
Br -0.62 1.88 3.17
H 4.03 -0.07 0.11
H -7.76 -0.12 1.41
C -3.40 -4.84 0.94
O 5.02 3.17 0.93
H -8.39 -3.11 4.26
C -1.19 -3.34 -1.99
H 0.42 7.59 3.67
H -3.03 -7.07 0.56
C -8.40 -3.45 3.22
N 1.54 1.27 -1.42
H 4.48 1.38 -1.09
H -1.28 -4.19 -2.80
C -5.61 -0.04 1.11
H 0.82 -0.33 -2.73
```

=====

Entry 2:
8 unconnected molecules or ions with the total composition C42H70FN3O15P in a non-equilibrium geometry, computed with ωB97M-V/def2-TZVPD.

Calculated values
ΔE to the lowest compared entry with this formula, charge and spin	1003.76	kJ/mol
frontier orbital gap	0.300	hartree
total charge	+1

The geometry in XYZ format:
```
132
C42H70FN3O15P ωB97M-V/def2-TZVPD
H -6.13 -9.16 4.17
C 4.48 5.19 -6.00
H 5.50 5.39 -6.35
O -4.21 -7.22 4.76
C -4.70 -9.28 5.77
C 3.63 -4.11 -3.63
C 0.32 2.34 -1.81
H 1.89 3.78 -2.62
O -6.05 -0.52 -3.80
H 4.27 5.87 -5.16
H 0.64 2.42 8.34
H 0.46 2.17 -4.70
H -0.11 3.60 4.17
C -2.75 3.73 -2.38
H -1.82 -2.13 6.24
C -3.65 -8.37 5.23
H 2.78 0.41 -5.55
H -1.17 -3.62 6.94
O 2.10 2.68 -5.40
C 1.69 2.40 8.64
H 3.79 5.05 -8.06
H -4.54 -10.32 5.45
O 4.56 -3.06 -3.86
C 0.82 3.86 -2.11
H 0.21 2.96 1.14
C -3.04 -3.83 5.83
H 1.40 5.87 -1.20
H 0.09 4.34 -2.92
C -6.18 0.97 -1.99
O 3.18 2.59 11.74
C 3.68 -0.17 -5.77
H -3.80 2.70 -4.12
H 4.18 -2.21 -6.18
H 3.57 4.68 10.06
C -3.20 -3.67 4.34
N -0.38 1.69 -4.28
N 0.28 1.48 -0.57
C 4.81 -2.41 -2.69
H -5.82 -6.68 5.92
H -2.28 3.38 -1.36
H -7.42 0.82 -4.54
C 3.40 3.70 9.60
H -3.90 3.98 -2.16
H 2.84 2.53 0.21
C 0.84 4.88 -0.83
H 2.80 0.91 1.25
C -1.69 -3.20 6.08
C 2.80 2.75 10.59
C 2.79 3.58 -5.84
H 4.82 3.06 -6.18
H -0.49 -4.42 4.74
N -0.21 1.47 -2.93
P -0.52 -1.47 0.15
H 2.83 -4.86 -1.74
H 3.62 2.77 2.85
H -4.71 -9.21 6.86
C -1.71 -1.12 1.59
C -7.57 0.54 -2.39
C 2.31 1.96 1.09
C -0.97 -3.44 4.77
C 2.33 3.76 8.54
H 3.11 6.42 -7.15
O 2.34 4.55 -6.68
H 2.63 -3.77 -3.91
H 3.50 -2.09 -8.45
H 3.89 -4.98 -4.24
H -2.94 1.46 -2.98
H -5.97 2.00 -2.29
O 5.11 1.49 -6.80
H 0.24 1.13 1.58
C -5.96 -8.71 5.16
H -6.86 -8.88 5.76
H 2.71 3.98 7.54
H 1.11 -2.58 1.85
H 4.32 -0.27 -4.89
H -1.29 3.70 -4.81
H -0.23 -2.67 4.58
C 1.07 3.64 4.28
H 2.24 -0.87 -8.12
C 3.44 5.38 -7.07
C -0.59 0.04 -2.50
C 3.35 -1.52 -6.36
H -0.99 -0.81 -3.20
O 5.50 -1.41 -2.59
C -0.25 0.10 -0.90
O -4.24 -3.78 3.72
H 1.28 3.58 5.44
O 1.79 2.03 10.02
H -1.14 -0.89 2.59
H 1.39 4.70 3.89
C 3.24 -1.22 -7.84
C -5.62 -7.25 5.01
H 1.54 4.47 0.05
C 4.07 -3.07 -1.56
H 1.60 4.53 8.80
H 2.36 4.03 2.05
H 1.94 -1.15 0.78
H 1.65 -2.84 -0.03
H 2.44 -1.96 -5.95
H 2.21 1.65 8.04
H 3.17 -2.49 -1.34
H -7.91 -0.27 -1.74
H 4.48 3.63 -4.50
C 3.74 -4.41 -2.15
H -2.47 -0.26 1.33
O -1.99 -3.40 3.77
H 4.57 -5.11 -1.97
C -1.57 2.57 -4.59
H -6.15 -6.79 4.17
C -5.32 0.04 -2.79
O 4.18 -0.16 -8.07
O 1.61 2.51 3.51
C 4.42 0.49 -6.90
C -7.37 0.02 -3.79
C 1.20 -2.09 0.78
H 4.70 -3.16 -0.68
H -3.83 -3.31 6.37
F -0.48 5.30 -0.32
H -2.27 4.70 -2.83
H -2.02 2.17 -5.62
O -2.45 -8.60 5.23
H -2.35 -2.11 1.76
H -8.09 -0.75 -4.05
H -6.02 0.84 -0.92
H -8.31 1.35 -2.33
H 4.33 3.28 9.22
C 2.52 2.93 2.43
H -3.04 -4.90 6.07
C 0.69 1.92 0.82
O -4.14 -0.17 -2.59
C 4.26 3.77 -5.57
C -2.79 2.50 -3.50
```

=====

Entry 3:
11 unconnected molecules or ions with the total composition C42H71BrF3N12O2P in a non-equilibrium geometry, computed with ωB97M-V/def2-TZVPD.

Calculated values
frontier orbital gap	0.282	hartree
SMILES	CCC[C@]1(OC[C@@H](C)C(C)C)NC(=O)[C@@](CCC(F)(F)F)(C[C@H](C)Br)[C@]1(N)P(C)CC.CC#N.CC#N.CC#N.CC#N.CC#N.CC#N.CC#N.CC#N.CC#N.CC#N

The geometry in XYZ format:
```
132
C42H71BrF3N12O2P ωB97M-V/def2-TZVPD
H -2.63 -4.56 -3.84
H 0.18 -3.51 0.75
C 4.66 5.02 4.94
H 2.54 -0.53 -1.04
N 1.56 -7.78 2.18
H 0.87 5.75 4.47
C 1.27 -1.90 0.67
C 9.12 1.87 10.46
H -1.98 -3.87 1.49
H -1.20 3.10 -0.98
H 0.50 -7.76 -0.48
H -4.26 -4.41 -3.23
H -0.16 1.71 -3.26
C -0.52 2.33 -0.63
N 6.37 1.21 6.47
N -3.97 1.76 -8.61
H -7.46 0.48 -7.78
N -0.98 4.54 2.24
H -5.21 -0.47 -10.45
H -0.51 0.74 1.57
H -2.13 -2.24 -3.23
C -6.76 0.42 -6.94
C 5.32 0.77 6.63
C 3.28 0.83 0.39
C -0.25 -0.70 -0.58
H 3.29 0.87 6.21
F 2.09 0.84 4.37
C 5.81 4.42 5.61
H -5.01 -3.59 -1.30
H -3.79 -0.95 -4.27
H -2.08 -0.19 -2.99
C -2.61 -3.01 1.66
H 0.36 2.38 -1.27
P -1.49 0.76 -0.77
C -6.33 -0.96 -6.76
H -0.25 -7.66 -2.09
C -2.89 -2.78 -2.66
H 1.70 0.98 -0.99
H -2.11 -4.55 -1.82
H 3.89 0.92 2.46
C -2.55 5.32 -3.63
C 3.96 0.29 6.84
H 1.11 1.24 1.79
H 1.94 4.86 3.37
H 1.80 -4.75 2.98
F 0.29 0.05 5.34
C 3.76 0.17 1.69
H 3.67 0.41 7.88
H -7.25 0.78 -6.04
C -4.04 -1.84 -2.28
H 3.89 -0.76 6.56
H -1.40 1.39 -4.51
N 0.06 -2.52 0.91
H -3.08 -1.46 0.24
H -0.43 -0.84 3.23
C 5.08 5.28 -1.41
N 0.30 -1.01 -1.91
N -5.99 -2.05 -6.63
C -0.98 -2.03 -0.08
H -0.38 -1.49 -2.48
H -5.25 -1.86 -4.04
H -5.17 -0.27 -3.31
H -3.59 -0.14 -11.09
H 1.39 6.49 2.94
C -0.12 -7.15 -1.13
C -0.06 4.99 2.76
H -3.68 -3.42 -4.61
H 3.13 -0.63 2.03
C 0.49 0.36 1.68
H 5.51 4.05 6.59
H -3.37 -3.37 3.65
N -3.06 4.30 -3.52
H -1.61 2.72 -3.39
F 0.13 1.77 3.98
H 0.36 -6.19 -1.30
H 9.01 2.17 8.39
H 7.54 1.51 9.13
H 6.60 5.15 5.73
H -3.05 -3.64 -0.70
H 4.72 4.87 -0.47
H -3.79 -1.19 -9.68
C 8.63 1.48 9.15
H -2.17 7.06 -4.72
C 2.21 -5.26 2.11
C 0.76 0.58 4.15
C -3.43 -3.84 -3.65
H 0.54 -0.17 -2.42
C -2.72 -2.67 3.14
H -0.30 2.56 0.40
N 3.75 5.48 4.41
O -1.02 -3.08 -1.00
C 1.85 -6.67 2.15
H -0.79 6.45 -3.79
C -1.23 1.71 -3.48
H -1.96 -0.98 1.46
C -4.06 0.85 -9.31
C 0.92 -0.41 0.43
C -2.21 -1.79 0.78
H -6.13 -2.49 -2.16
H 5.67 4.52 -1.92
H -1.74 -2.79 3.60
N -2.45 -6.79 -0.02
H 4.12 0.79 -0.30
H 3.29 -5.15 2.10
C -4.17 -0.31 -10.18
H -2.14 7.25 -2.95
C -1.42 -6.95 -0.51
H 5.69 6.15 -1.22
H -3.60 -3.30 1.32
H 8.96 0.47 8.91
H -3.04 -1.65 3.31
H -3.74 -1.03 -1.62
H 1.32 -1.15 3.09
C 2.11 0.19 -0.36
O 2.37 -2.41 0.66
C -5.22 -2.56 -1.58
C -1.87 6.60 -3.78
C -2.29 -3.54 -1.47
H -5.44 -2.05 -0.64
C 0.53 -0.40 3.02
N 9.51 2.18 11.50
C -2.03 0.80 -2.53
C 3.93 5.65 -2.24
Br 3.06 2.78 0.66
C 1.11 5.55 3.42
H -3.05 1.18 -2.52
H -5.89 1.04 -7.15
N 3.04 5.94 -2.89
H 1.81 -4.80 1.21
H 6.18 3.58 5.02
H 4.75 -0.25 1.53
C -4.58 -1.15 -3.55
```